1.
The following is a quantum chemistry calculation of 2 unconnected molecules or ions with the total composition C12H18NO at a distorted geometry, from the OMol25 dataset.

Values from the calculation:
E_HOMO: -0.451 hartree
2S+1: 1
Relative energy (zero: lowest compared OMol25 entry of this formula, charge and spin): 52.0 kcal/mol
Energy: -16264.5478 eV
Net charge: +1
LUMO: -5.64 eV

Atoms and positions in Å:
C1 -2.319 1.184 -2.584
O1 -1.919 0.138 -1.679
C2 -0.668 0.086 -1.263
C3 -0.184 -1.193 -0.806
C4 1.208 -1.435 -0.695
C5 1.666 -2.595 -0.087
C6 0.768 -3.565 0.380
C7 1.292 -4.773 1.097
C8 -0.607 -3.381 0.160
C9 -1.087 -2.229 -0.440
H1 -3.398 1.076 -2.693
H2 -2.076 2.174 -2.174
H3 -1.820 1.051 -3.553
H4 0.030 0.832 -1.676
H5 1.892 -0.677 -1.079
H6 2.738 -2.766 0.042
H7 0.473 -5.433 1.395
H8 1.991 -5.337 0.468
H9 1.841 -4.476 2.000
H10 -1.303 -4.162 0.476
H11 -2.151 -2.080 -0.619
C10 1.153 4.661 2.298
C11 0.220 4.255 1.428
C12 0.419 3.020 0.566
N1 -0.464 1.918 0.857
H12 1.069 5.592 2.861
H13 2.041 4.046 2.469
H14 -0.731 4.779 1.268
H15 0.328 3.306 -0.498
H16 1.436 2.665 0.778
H17 -1.415 2.207 1.062
H18 -0.423 1.113 0.243

2.
The following is a quantum chemistry calculation of 4 unconnected molecules or ions with the total composition C12H18O12 at a distorted geometry, from the OMol25 dataset.

Values from the calculation:
E_HOMO: -0.394 hartree
2S+1: 1
Relative energy (zero: lowest compared OMol25 entry of this formula, charge and spin): 14.8 kcal/mol
Energy: -37305.5660 eV
SMILES string: COC(=O)OC.O=C1OCCO1.O=C1OCCO1.O=C1OCCO1
LUMO: 0.18 eV

Atoms and positions in Å:
C1 4.262 -2.176 4.124
C2 3.182 -1.203 3.578
O1 2.609 -1.952 2.521
C3 3.459 -2.904 2.118
O2 3.359 -3.532 1.113
O3 4.417 -3.108 3.043
H1 3.949 -2.646 5.052
H2 5.207 -1.650 4.201
H3 3.700 -0.288 3.285
H4 2.386 -0.934 4.267
C4 -5.269 1.185 -0.228
C5 -4.368 2.200 -0.930
O4 -5.175 2.786 -1.927
C6 -6.458 2.484 -1.670
O5 -7.388 2.921 -2.246
O6 -6.580 1.544 -0.686
H5 -5.159 1.387 0.832
H6 -4.984 0.170 -0.492
H7 -3.420 1.791 -1.267
H8 -4.108 2.919 -0.147
C7 -0.259 -1.832 -0.832
C8 0.504 -1.529 0.477
O7 -0.513 -0.931 1.278
C9 -1.407 -0.375 0.453
O8 -2.232 0.422 0.750
O9 -1.206 -0.771 -0.816
H9 -0.751 -2.803 -0.851
H10 0.498 -1.780 -1.612
H11 1.372 -0.914 0.250
H12 0.842 -2.426 0.978
C10 3.476 0.591 -0.689
O10 2.664 0.443 -1.839
C11 1.576 1.181 -1.967
O11 1.193 2.073 -1.256
O12 0.991 0.835 -3.117
C12 -0.131 1.580 -3.520
H13 4.135 1.460 -0.791
H14 4.149 -0.264 -0.696
H15 2.922 0.722 0.239
H16 -1.060 1.225 -3.061
H17 -0.251 1.447 -4.594
H18 -0.135 2.653 -3.325

3.
The following is a quantum chemistry calculation of a single C12H18Si molecule at a distorted geometry, from the OMol25 dataset.

Values from the calculation:
E_HOMO: -0.325 hartree
2S+1: 1
Relative energy (zero: lowest compared OMol25 entry of this formula, charge and spin): 40.9 kcal/mol
Energy: -20612.2491 eV
SMILES string: C[C@@H]1Cc2ccccc2[C@@H]1[SiH](C)C
LUMO: 0.89 eV

Atoms and positions in Å:
C1 3.190 1.005 -1.781
C2 2.485 0.023 -2.241
C3 2.819 1.547 -0.557
C4 1.410 -0.614 -1.592
C5 1.745 1.004 0.079
C6 1.010 -0.039 -0.458
C7 1.075 1.488 1.421
C8 -0.102 -0.268 0.465
C9 -0.406 1.028 1.234
C10 -1.167 2.054 0.473
C11 -1.224 -3.074 -0.562
C12 -2.927 -1.095 1.375
Si1 -1.759 -1.233 -0.136
H1 4.169 1.169 -2.224
H2 2.820 -0.404 -3.169
H3 3.448 2.398 -0.260
H4 0.954 -1.317 -2.263
H5 1.557 0.897 2.278
H6 1.304 2.551 1.529
H7 -2.624 -0.632 -1.079
H8 -0.892 0.899 2.187
H9 -0.990 1.896 -0.529
H10 -0.767 3.025 0.783
H11 -2.334 2.112 0.668
H12 -0.113 -3.245 -0.217
H13 -1.836 -3.835 -0.081
H14 -1.239 -3.217 -1.712
H15 -3.350 -2.049 1.733
H16 -2.503 -0.496 2.267
H17 -3.894 -0.601 1.014
H18 0.144 -0.977 1.354

4.
The following is a quantum chemistry calculation of a molecular structure, C12H19B4Cl2F16N5Ni2 at a distorted geometry, from the OMol25 dataset.

Values from the calculation:
E_HOMO (spin up / spin down): -0.391 / -0.391 hartree
2S+1: 5
Energy: -173539.3000 eV
Expectation value of S²: 6.005
LUMO (spin up / spin down): -3.46 / -4.53 eV

Atoms and positions in Å:
Ni1 -2.733 -2.070 -0.715
Ni2 -0.264 0.197 3.451
B1 -2.230 -2.727 -3.206
F1 -1.080 -3.273 -3.747
F2 -3.173 -2.503 -4.183
F3 -2.716 -3.449 -2.176
F4 -1.879 -1.569 -2.573
B2 -2.879 -1.419 2.484
F5 -1.568 -1.358 2.836
F6 -3.276 -0.127 2.418
F7 -3.076 -2.100 1.327
F8 -3.656 -2.159 3.493
B3 -0.834 0.484 0.386
F9 -1.746 1.440 0.524
F10 0.221 0.995 -0.282
F11 -0.278 0.200 1.592
F12 -1.418 -0.641 -0.143
B4 -0.688 -4.641 0.228
F13 0.512 -4.615 0.882
F14 -1.592 -5.059 1.129
F15 -1.049 -3.435 -0.194
F16 -0.611 -5.527 -0.879
C1 -5.390 1.457 0.346
C2 -4.573 0.464 -0.322
N1 -4.060 -0.409 -0.884
H1 -6.359 1.160 0.748
H2 -5.536 2.261 -0.375
H3 -4.876 1.877 1.211
C3 -1.261 2.096 -2.619
C4 -2.021 3.210 -2.018
N2 -2.597 4.123 -1.554
H4 -1.411 2.162 -3.697
H5 -1.666 1.158 -2.239
H6 -0.198 2.100 -2.379
C5 1.996 0.030 -2.350
C6 2.683 -0.551 -1.214
N3 3.178 -0.994 -0.263
H7 2.637 -0.055 -3.228
H8 1.884 1.114 -2.310
H9 1.043 -0.455 -2.558
C7 4.660 0.382 1.829
C8 3.312 0.674 2.424
N4 2.199 0.863 2.839
H10 4.785 0.924 0.892
H11 4.808 -0.663 1.559
H12 5.306 0.783 2.610
C9 2.844 -3.049 2.266
C10 1.734 -2.224 2.851
N5 0.905 -1.602 3.391
H13 3.810 -2.545 2.266
H14 2.603 -3.385 1.257
H15 2.819 -3.909 2.936
Cl1 4.431 3.903 0.811
C11 3.355 4.963 -0.091
C12 2.300 4.130 -0.884
Cl2 1.208 5.146 -1.882
H16 4.006 5.477 -0.798
H17 2.907 5.783 0.471
H18 1.701 3.538 -0.192
H19 2.846 3.418 -1.503

5.
The following is a quantum chemistry calculation of 2 unconnected molecules or ions with the total composition C12H19B4FO6 at a distorted geometry, from the OMol25 dataset.

Values from the calculation:
E_HOMO: -0.358 hartree
2S+1: 1
Energy: -30466.9220 eV
SMILES string: CCB1OB(CCF)OB(B(O)CC)O1.O=C1C=CC(=O)C=C1
LUMO: -1.74 eV

Atoms and positions in Å:
C1 -3.810 2.158 1.772
C2 -3.658 0.786 1.100
B1 -3.727 0.831 -0.455
O1 -3.689 2.025 -1.169
B2 -2.650 1.996 -2.093
C3 -1.634 3.192 -2.172
C4 -0.376 2.823 -2.918
F1 0.421 3.934 -3.135
O2 -2.493 0.856 -2.865
B3 -2.610 -0.300 -2.075
B4 -1.400 -1.473 -1.907
O3 -1.459 -2.693 -2.519
C5 -0.185 -1.119 -0.956
C6 1.183 -1.322 -1.669
O4 -3.714 -0.333 -1.227
H1 -2.911 2.748 1.602
H2 -4.637 2.717 1.343
H3 -3.942 2.051 2.845
H4 -4.355 0.049 1.496
H5 -2.659 0.397 1.329
H6 -2.105 4.076 -2.600
H7 -1.378 3.419 -1.134
H8 0.210 2.104 -2.343
H9 -0.599 2.354 -3.873
H10 -0.948 -3.340 -2.024
H11 -0.224 -1.685 -0.024
H12 -0.260 -0.073 -0.648
H13 1.797 -1.996 -1.083
H14 1.698 -0.370 -1.749
H15 1.047 -1.722 -2.671
C7 3.139 -1.153 3.473
C8 4.371 -1.301 3.949
C9 5.420 -2.002 3.165
O5 6.542 -2.140 3.598
C10 5.039 -2.529 1.829
C11 3.806 -2.381 1.354
C12 2.758 -1.680 2.138
O6 1.632 -1.539 1.710
H16 2.357 -0.647 4.026
H17 4.670 -0.925 4.919
H18 5.820 -3.036 1.276
H19 3.511 -2.759 0.384

6.
The following is a quantum chemistry calculation of a molecular structure, C12H19BeF9NO14S4 at a distorted geometry, from the OMol25 dataset.

Values from the calculation:
E_HOMO (spin up / spin down): 0.189 / 0.136 hartree
2S+1: 2
Energy: -111092.7758 eV
Net charge: -4
Expectation value of S²: 0.751
LUMO (spin up / spin down): 7.92 / 7.98 eV

Atoms and positions in Å:
Be1 0.604 0.305 -1.200
C1 5.597 0.926 0.504
F1 5.199 1.851 1.278
F2 6.839 1.213 0.114
F3 5.493 -0.152 1.168
S1 4.353 0.824 -0.971
O1 3.066 0.201 -0.633
O2 4.124 2.203 -1.377
O3 5.099 0.113 -2.079
C2 -0.326 4.359 1.304
F4 0.072 5.634 1.051
F5 -0.601 4.501 2.659
F6 -1.326 4.171 0.509
S2 1.074 3.088 0.939
O4 1.634 3.562 -0.354
O5 1.993 3.205 2.114
O6 0.533 1.767 0.656
C3 -2.181 4.255 -2.802
F7 -2.926 3.381 -2.167
F8 -2.799 4.599 -3.883
F9 -2.028 5.318 -1.984
S3 -0.481 3.412 -3.084
O7 0.571 4.399 -2.698
O8 -0.469 2.262 -2.179
O9 -0.319 3.176 -4.532
S4 2.121 0.660 -4.009
O10 3.561 0.517 -4.321
O11 1.640 -0.474 -3.196
O12 1.934 1.800 -3.060
O13 1.323 0.999 -5.139
C4 0.365 -2.971 -0.618
C5 -0.771 -3.068 0.376
C6 -0.064 -3.736 1.613
C7 -0.905 -3.502 2.833
C8 -1.315 -2.046 3.065
C9 -2.032 -1.392 1.836
N1 -1.178 -1.705 0.606
O14 -1.642 -1.039 -0.477
C10 -3.508 -1.925 1.687
C11 -2.021 0.168 2.128
C12 -1.949 -3.911 -0.168
H1 0.782 -3.973 -0.720
H2 1.229 -2.441 -0.219
H3 0.142 -2.469 -1.559
H4 0.185 -4.796 1.563
H5 0.858 -3.200 1.838
H6 -0.366 -4.020 3.627
H7 -1.808 -4.113 2.818
H8 -0.425 -1.461 3.297
H9 -2.072 -1.988 3.847
H10 -3.694 -2.999 1.702
H11 -4.155 -1.525 2.468
H12 -3.864 -1.733 0.675
H13 -1.916 0.827 1.266
H14 -2.898 0.396 2.733
H15 -1.217 0.504 2.784
H16 -2.940 -3.460 -0.197
H17 -2.143 -4.593 0.660
H18 -1.775 -4.299 -1.172
H19 -2.273 -1.608 -0.924